This record from the OMol25 dataset describes a gas-phase ion, C5H8N (charge +1) in a non-equilibrium geometry. The level of theory is ωB97M-V/def2-TZVPD.

The LUMO energy (spin up / spin down) is -3.3706 / -6.8914 eV. As for the multiplicity: 3. The relative energy (zero: lowest compared OMol25 entry of this formula, charge and spin) comes out at 98.1 kcal per mole. As for the net charge: +1.

Each atom is followed by the atoms it is bonded to, with distances in Å.
Positions of all 14 atoms, in Å:
1 C 0.84548 0.02605 -0.03790  C2 1.321, C3 1.530, N6 1.442
2 C 2.10835 -0.36073 0.00398  C1 1.321, H7 1.082, H8 1.108
3 C -0.01767 1.28697 0.02915  C1 1.530, C5 1.539, H9 1.038, H10 1.060
4 C -1.37285 -0.64742 0.53396  C5 1.469, N6 1.536, H11 1.057, H12 1.077
5 C -1.24290 0.46712 -0.41413  C3 1.539, C4 1.469, N6 1.621, H13 1.077
6 N -0.24108 -0.80536 -0.49187  C1 1.442, C4 1.536, C5 1.621, H14 1.017
7 H 2.64709 -1.17765 -0.45821  C2 1.082
8 H 2.73223 0.29716 0.64136  C2 1.108
9 H -0.30041 1.72745 0.92579  C3 1.038
10 H 0.47683 2.05091 -0.51539  C3 1.060
11 H -1.17429 -0.72476 1.56956  C4 1.057
12 H -2.34199 -1.07922 0.34743  C4 1.077
13 H -2.09977 0.54923 -1.06066  C5 1.077
14 H -0.01901 -1.60977 -1.07308  N6 1.017